Density functional theory data (ωB97M-V/def2-TZVPD) for 8 unconnected molecules or ions with the total composition C39H100N8O14 in a non-equilibrium geometry.

Last columns: bonded neighbours and bond lengths (Å).
CARTESIAN COORDINATES (ANGSTROEM)
1 C 10.0995 15.1038 17.0987  O2 1.446, H10 1.099, H11 1.087, H12 1.081
2 O 9.4627 14.2040 16.1635  C1 1.446, C3 1.412
3 C 9.5522 12.8942 16.6832  O2 1.412, C4 1.486, H13 1.094, H14 1.098
4 C 9.0559 11.9445 15.6542  C3 1.486, N5 1.426, H15 1.140, H16 1.123
5 N 9.7054 12.1495 14.4009  C4 1.426, C6 1.447, H17 1.018
6 C 9.2992 11.2408 13.3499  N5 1.447, C7 1.530, H18 1.081, H19 1.113
7 C 9.6847 11.7307 11.9529  C6 1.530, O8 1.466, H20 1.101, H21 1.114
8 O 8.9897 12.9735 11.6040  C7 1.466, C9 1.369
9 C 7.6365 12.9937 11.3952  O8 1.369, H22 1.082, H23 1.113, H24 1.127
10 H 11.1435 14.7638 17.1546  C1 1.099
11 H 9.5667 15.0231 18.0426  C1 1.087
12 H 10.0595 16.1480 16.8239  C1 1.081
13 H 8.9571 12.9143 17.6013  C3 1.094
14 H 10.5363 12.5861 17.0596  C3 1.098
15 H 7.9246 12.0335 15.5415  C4 1.140
16 H 9.3011 10.8874 15.9418  C4 1.123
17 H 9.6982 13.1263 14.1142  N5 1.018
18 H 8.2410 11.0200 13.3505  C6 1.081
19 H 9.8138 10.2787 13.5692  C6 1.113
20 H 9.5367 10.9749 11.1654  C7 1.101
21 H 10.7519 12.0433 11.8903  C7 1.114
22 H 7.4489 12.1566 10.7360  C9 1.082
23 H 7.3187 13.9802 10.9884  C9 1.113
24 H 7.0966 12.8581 12.3754  C9 1.127
25 C 8.9612 19.6528 26.3377  O26 1.417, H34 1.121, H35 1.103, H36 1.138
26 O 9.7171 20.3122 25.3370  C25 1.417, C27 1.418
27 C 8.9941 20.9387 24.2900  O26 1.418, C28 1.547, H37 1.080, H38 1.105
28 C 9.9629 21.1557 23.1040  C27 1.547, N29 1.420, H39 1.104, H40 1.055
29 N 10.4399 19.9356 22.5563  C28 1.420, C30 1.432, H41 1.018
30 C 11.4120 19.9254 21.5046  N29 1.432, C31 1.523, H42 1.136, H43 1.086
31 C 11.5071 18.5847 20.7876  C30 1.523, O32 1.413, H44 1.081, H45 1.121
32 O 12.1333 17.6141 21.6022  C31 1.413, C33 1.364
33 C 12.4217 16.4653 20.9264  O32 1.364, H46 1.122, H47 1.080, H48 1.110
34 H 8.2587 18.9535 25.8140  C25 1.121
35 H 8.3321 20.3459 26.9214  C25 1.103
36 H 9.6733 19.1266 27.0528  C25 1.138
37 H 8.6289 21.8884 24.6525  C27 1.080
38 H 8.1557 20.2947 23.9701  C27 1.105
39 H 10.7528 21.8463 23.4467  C28 1.104
40 H 9.4078 21.6003 22.3248  C28 1.055
41 H 10.7472 19.2843 23.2754  N29 1.018
42 H 12.4717 20.2106 21.7994  C30 1.136
43 H 11.0553 20.6547 20.7830  C30 1.086
44 H 12.0732 18.8489 19.9048  C31 1.081
45 H 10.4916 18.2438 20.4576  C31 1.121
46 H 11.5207 16.1169 20.3553  C33 1.122
47 H 12.6113 15.7079 21.6720  C33 1.080
48 H 13.3050 16.4864 20.2552  C33 1.110
49 C 19.2563 17.4296 19.7401  O50 1.412, H58 1.117, H59 1.069, H60 1.099
50 O 18.4481 18.5828 19.8365  C49 1.412, C51 1.411
51 C 17.0938 18.4624 19.4579  O50 1.411, C52 1.482, H61 1.101, H62 1.110
52 C 16.3762 19.6867 19.8832  C51 1.482, N53 1.485, H63 1.129, H64 1.092
53 N 16.7137 20.8707 19.0536  C52 1.485, C54 1.431, H65 0.989
54 C 16.1025 20.9203 17.7603  N53 1.431, C55 1.537, H66 1.141, H67 1.131
55 C 16.8195 21.9697 16.8953  C54 1.537, O56 1.436, H68 1.076, H69 1.144
56 O 18.1993 21.6116 16.7204  C55 1.436, C57 1.392
57 C 18.5255 20.4844 15.9709  O56 1.392, H70 1.117, H71 1.119, H72 1.110
58 H 19.2976 17.1160 18.6687  C49 1.117
59 H 18.8216 16.6944 20.3834  C49 1.069
60 H 20.2565 17.6480 20.1398  C49 1.099
61 H 16.6595 17.6126 20.0061  C51 1.101
62 H 16.9473 18.3692 18.3621  C51 1.110
63 H 16.7545 19.8563 20.9329  C52 1.129
64 H 15.2956 19.5328 19.8796  C52 1.092
65 H 17.7008 20.9249 19.0266  N53 0.989
66 H 15.0046 21.2256 17.8253  C54 1.141
67 H 16.0945 19.9190 17.2336  C54 1.131
68 H 16.7692 22.9582 17.3161  C55 1.076
69 H 16.1987 22.1138 15.9449  C55 1.144
70 H 19.6163 20.4793 15.7298  C57 1.117
71 H 17.9061 20.5305 15.0400  C57 1.119
72 H 18.2466 19.5501 16.5018  C57 1.110
73 C 12.7344 18.0444 10.9199  O74 1.443, H82 1.054, H83 1.066, H84 1.081
74 O 13.0228 17.0528 11.9276  C73 1.443, C75 1.449
75 C 12.3541 15.7828 11.7300  O74 1.449, C76 1.459, H85 1.086, H86 1.084
76 C 12.1850 15.1871 13.0515  C75 1.459, N77 1.463, H87 1.089, H88 1.075
77 N 13.4529 14.8186 13.6806  C76 1.463, C78 1.446, H89 1.012
78 C 13.2168 14.0458 14.8803  N77 1.446, C79 1.589, H90 1.134, H91 1.129
79 C 14.6062 13.5230 15.4461  C78 1.589, O80 1.427, H92 1.076, H93 1.105
80 O 15.3068 14.6606 15.9481  C79 1.427, C81 1.433
81 C 16.6947 14.5274 16.2775  O80 1.433, H94 1.092, H95 1.119, H96 1.110
82 H 13.1753 18.9393 11.2599  C73 1.054
83 H 11.7012 18.2812 10.8089  C73 1.066
84 H 13.1412 17.7674 9.9580  C73 1.081
85 H 12.9184 15.1477 11.0528  C75 1.086
86 H 11.4044 15.9230 11.2265  C75 1.084
87 H 11.6591 14.2343 13.0249  C76 1.089
88 H 11.5741 15.8780 13.6034  C76 1.075
89 H 13.9087 15.6702 13.9827  N77 1.012
90 H 12.5143 13.1790 14.6763  C78 1.134
91 H 12.6560 14.6442 15.6557  C78 1.129
92 H 15.0545 13.0235 14.6054  C79 1.076
93 H 14.4330 12.7322 16.1985  C79 1.105
94 H 17.0619 15.5543 16.3229  C81 1.092
95 H 17.2348 13.8699 15.5507  C81 1.119
96 H 16.8552 14.2318 17.3352  C81 1.110
97 C 10.7224 20.2678 13.2349  O98 1.434, H106 1.099, H107 1.086, H108 1.084
98 O 11.5397 20.1537 14.4073  C97 1.434, C99 1.414
99 C 11.0158 19.3282 15.4294  O98 1.414, C100 1.549, H109 1.119, H110 1.082
100 C 10.6499 20.1230 16.7075  C99 1.549, N101 1.502, H111 1.088, H112 1.091
101 N 11.9057 20.6991 17.2959  C100 1.502, C102 1.541, H113 1.021
102 C 11.5329 21.8218 18.2838  N101 1.541, C103 1.522, H114 1.086, H115 1.089
103 C 12.8079 22.3285 18.9434  C102 1.522, O104 1.405, H116 1.152, H117 1.093
104 O 12.3471 23.3693 19.7672  C103 1.405, C105 1.442
105 C 13.3861 24.2435 20.2541  O104 1.442, H118 1.107, H119 1.072, H120 1.074
106 H 10.3831 19.2700 12.9233  C97 1.099
107 H 11.3767 20.7239 12.4978  C97 1.086
108 H 9.8328 20.8657 13.3947  C97 1.084
109 H 11.8297 18.5952 15.6595  C99 1.119
110 H 10.1424 18.8107 15.0539  C99 1.082
111 H 10.1098 19.5401 17.4501  C100 1.088
112 H 9.9442 20.8784 16.3603  C100 1.091
113 H 12.3583 21.1670 16.5091  N101 1.021
114 H 10.8790 21.3691 19.0232  C102 1.086
115 H 10.8925 22.5075 17.7305  C102 1.089
116 H 13.5028 22.7617 18.1324  C103 1.152
117 H 13.2860 21.4972 19.4674  C103 1.093
118 H 13.8632 23.7443 21.1191  C105 1.107
119 H 12.8491 25.1393 20.4975  C105 1.072
120 H 14.1359 24.4847 19.5247  C105 1.074
121 C 12.4026 12.7794 20.0981  O122 1.414, H130 1.123, H131 1.088, H132 1.094
122 O 12.7360 11.4056 20.0606  C121 1.414, C123 1.426
123 C 13.0858 11.0771 18.7177  O122 1.426, C124 1.510, H133 1.128, H134 1.070
124 C 13.7315 9.7156 18.8211  C123 1.510, N125 1.457, H135 1.106, H136 1.108
125 N 15.0136 9.8203 19.5051  C124 1.457, C126 1.435, H137 1.022
126 C 15.5309 8.6056 20.0681  N125 1.435, C127 1.582, H138 1.080, H139 1.096
127 C 14.7880 8.0137 21.3328  C126 1.582, O128 1.414, H140 1.086, H141 1.099
128 O 14.9692 8.8239 22.4779  C127 1.414, C129 1.454
129 C 14.0531 8.6259 23.5889  O128 1.454, H142 1.112, H143 1.067, H144 1.100
130 H 11.3434 12.9660 19.7767  C121 1.123
131 H 13.1061 13.4015 19.5480  C121 1.088
132 H 12.3796 13.0141 21.1662  C121 1.094
133 H 13.7659 11.8826 18.3172  C123 1.128
134 H 12.2380 11.1724 18.0724  C123 1.070
135 H 13.9874 9.3333 17.8151  C124 1.106
136 H 13.0265 8.9512 19.2026  C124 1.108
137 H 14.9378 10.6205 20.1370  N125 1.022
138 H 16.5440 8.7934 20.3928  C126 1.080
139 H 15.5220 7.9073 19.2228  C126 1.096
140 H 15.2463 7.0532 21.5506  C127 1.086
141 H 13.7204 7.8427 21.1356  C127 1.099
142 H 14.3744 9.3855 24.3344  C129 1.112
143 H 14.2637 7.7162 24.1047  C129 1.067
144 H 13.0064 8.6478 23.2512  C129 1.100
145 N 17.1638 15.3005 12.8497  C146 1.380, H149 1.019, H150 1.018
146 C 17.1876 16.5608 13.4107  N145 1.380, N147 1.385, O148 1.231
147 N 16.1607 17.4392 13.1076  C146 1.385, H151 0.997, H152 1.012
148 O 18.1756 16.9212 14.0505  C146 1.231
149 H 17.8493 14.6273 13.1881  N145 1.019
150 H 16.3436 14.9373 12.3685  N145 1.018
151 H 15.2410 17.0552 13.1297  N147 0.997
152 H 16.3371 18.2171 13.7312  N147 1.012
153 C 14.4124 17.9793 15.9085  C154 1.520, H156 1.083, H157 1.109, H158 1.093
154 C 13.8277 17.7404 17.2906  C153 1.520, O155 1.394, H159 1.136, H160 1.072
155 O 13.3879 16.4184 17.3336  C154 1.394, H161 0.927
156 H 13.6652 17.6555 15.1949  C153 1.083
157 H 15.3081 17.3689 15.6740  C153 1.109
158 H 14.5496 19.0376 15.6715  C153 1.093
159 H 12.9484 18.4360 17.4733  C154 1.136
160 H 14.5261 17.8579 18.0960  C154 1.072
161 H 14.1184 15.8859 17.1288  O155 0.927

Computed properties:
ΔE to the lowest compared entry with this formula, charge and spin = 0.000 eV
LUMO level = 0.57 eV
multiplicity = 1
structure (SMILES) = COCCNCCOC.COCCNCCOC.COCCNCCOC.COCCNCCOC.COCCNCCOC.COCCNCCOC.NC(N)=O.CCO
total charge = 0

Mulliken atomic charge list, values in e, 4 entries: -0.36 -0.44 0.26 -0.92